{"formula": "C2H9N3S", "method": "ωB97M-V/def2-TZVPD", "gap_ev": 9.6, "e_tot_ev": -17521.1845, "e_above_lowest_ev": 1.081, "species": ["C", "C", "N", "N", "N", "S", "H", "H", "H", "H", "H", "H", "H", "H", "H"], "coordinates": [[0.714, -1.763, 0.823], [2.452, -0.403, 0.284], [-2.386, 0.778, -1.280], [-1.393, 2.983, -0.649], [1.113, -0.574, 0.769], [-1.426, 1.459, -0.331], [-2.837, -0.917, 0.376], [1.307, -2.584, 0.444], [-0.370, -1.926, 1.023], [3.160, -1.281, 0.200], [2.325, -0.042, -0.674], [2.818, 0.393, 0.923], [-2.733, 1.171, -2.069], [-0.691, 3.563, -0.225], [-2.053, -0.855, 0.387]]}


{"formula": "C25H58N7O13S2", "method": "ωB97M-V/def2-TZVPD", "gap_ev": 7.9, "e_tot_ev": -85586.3416, "charge": -1, "e_above_lowest_ev": 0.000, "species": ["C", "C", "O", "C", "C", "O", "C", "C", "O", "C", "S", "O", "O", "N", "S", "O", "O", "H", "H", "H", "H", "H", "H", "H", "H", "H", "H", "H", "H", "H", "H", "H", "H", "C", "C", "O", "N", "C", "H", "H", "H", "H", "H", "H", "H", "C", "C", "O", "N", "C", "H", "H", "H", "H", "H", "H", "H", "C", "C", "O", "N", "C", "H", "H", "H", "H", "H", "H", "H", "C", "C", "O", "N", "C", "H", "H", "H", "H", "H", "H", "H", "C", "C", "O", "N", "C", "H", "H", "H", "H", "H", "H", "H", "C", "C", "O", "N", "C", "H", "H", "H", "H", "H", "H", "H"], "coordinates": [[7.483, 0.733, -1.377], [6.836, 1.301, -2.622], [7.432, 2.565, -2.872], [6.673, 3.445, -3.665], [6.901, 4.867, -3.154], [6.828, 4.946, -1.745], [5.642, 5.508, -1.230], [4.384, 4.793, -1.680], [3.275, 5.449, -1.076], [2.376, 4.585, -0.451], [1.397, 3.592, -1.625], [2.021, 3.728, -2.918], [0.031, 4.079, -1.533], [1.616, 2.173, -0.910], [0.810, 0.929, -1.484], [1.622, -0.263, -1.353], [0.194, 1.136, -2.774], [6.977, -0.177, -1.050], [8.534, 0.497, -1.551], [7.415, 1.467, -0.574], [7.026, 0.643, -3.479], [5.758, 1.387, -2.467], [5.613, 3.183, -3.638], [7.043, 3.403, -4.697], [6.192, 5.550, -3.628], [7.918, 5.161, -3.428], [5.710, 5.412, -0.144], [5.573, 6.580, -1.452], [4.414, 3.733, -1.417], [4.242, 4.842, -2.761], [1.652, 5.183, 0.099], [2.854, 3.896, 0.249], [-0.196, 0.764, -0.600], [-1.675, -4.817, -2.815], [-0.238, -5.238, -2.603], [0.068, -6.425, -2.488], [0.687, -4.264, -2.553], [0.494, -2.819, -2.678], [-2.293, -5.710, -2.835], [-2.011, -4.168, -2.006], [-1.787, -4.286, -3.760], [1.625, -4.603, -2.413], [1.055, -2.443, -3.532], [0.851, -2.305, -1.791], [-0.555, -2.586, -2.822], [-3.035, 1.770, -1.131], [-3.020, 1.201, 0.268], [-2.055, 0.608, 0.720], [-4.136, 1.368, 1.034], [-5.380, 2.030, 0.686], [-2.082, 1.563, -1.610], [-3.834, 1.319, -1.721], [-3.176, 2.851, -1.106], [-4.043, 0.969, 1.954], [-5.569, 2.863, 1.366], [-6.221, 1.335, 0.753], [-5.329, 2.414, -0.326], [-7.873, -3.138, 1.251], [-7.357, -1.749, 1.539], [-8.010, -0.750, 1.271], [-6.136, -1.639, 2.117], [-5.216, -2.694, 2.504], [-8.856, -3.050, 0.799], [-7.209, -3.663, 0.563], [-7.961, -3.718, 2.171], [-5.857, -0.685, 2.276], [-5.014, -2.646, 3.574], [-4.270, -2.583, 1.972], [-5.635, -3.667, 2.272], [-10.126, -0.625, 3.553], [-11.557, -1.099, 3.492], [-11.851, -2.262, 3.271], [-12.532, -0.169, 3.693], [-12.377, 1.246, 3.962], [-9.479, -1.473, 3.369], [-9.928, 0.128, 2.793], [-9.901, -0.214, 4.539], [-13.465, -0.545, 3.639], [-12.827, 1.505, 4.923], [-12.864, 1.838, 3.184], [-11.326, 1.513, 3.990], [1.185, -9.652, 2.341], [0.628, -8.247, 2.265], [0.662, -7.494, 3.227], [0.088, -7.859, 1.085], [-0.040, -8.623, -0.145], [1.577, -9.808, 3.341], [0.406, -10.390, 2.145], [1.990, -9.789, 1.618], [-0.260, -6.913, 1.090], [0.479, -8.117, -0.956], [-1.093, -8.712, -0.419], [0.372, -9.619, -0.018], [9.798, 4.185, -0.190], [8.693, 4.036, 0.829], [7.934, 3.089, 0.813], [8.563, 5.019, 1.766], [9.360, 6.217, 1.925], [9.751, 3.333, -0.861], [9.663, 5.097, -0.772], [10.776, 4.209, 0.294], [7.802, 4.863, 2.407], [9.834, 6.234, 2.909], [8.735, 7.107, 1.829], [10.135, 6.258, 1.168]]}


{"formula": "C44H41N2O2S7Ti", "method": "ωB97M-V/def2-TZVPD", "gap_ev": [6.8, 7.1], "e_tot_ev": -152318.6134, "multiplicity": 2, "charge": 2, "e_above_lowest_ev": 0.466, "species": ["Ti", "C", "C", "C", "C", "C", "C", "C", "S", "O", "C", "C", "C", "C", "C", "C", "C", "C", "C", "C", "C", "C", "C", "C", "C", "C", "C", "C", "C", "C", "S", "O", "C", "C", "C", "C", "C", "C", "C", "H", "H", "H", "H", "H", "H", "H", "H", "H", "H", "H", "H", "H", "H", "H", "H", "H", "H", "H", "H", "H", "H", "H", "H", "H", "H", "C", "S", "C", "C", "S", "S", "C", "S", "S", "H", "H", "H", "C", "C", "N", "C", "C", "N", "C", "C", "H", "H", "H", "H", "H", "H", "H", "H", "H", "H", "H", "H"], "coordinates": [[-0.501, 1.681, 1.324], [-2.573, -5.938, -2.104], [-2.038, -4.823, -1.253], [-1.576, -5.069, 0.039], [-1.051, -4.051, 0.816], [-0.965, -2.774, 0.275], [-1.436, -2.493, -0.999], [-1.976, -3.521, -1.749], [-0.226, -1.545, 1.309], [-0.616, -0.198, 0.622], [1.532, -1.723, 1.125], [2.169, -2.051, 2.346], [3.526, -2.128, 2.397], [4.304, -1.836, 1.252], [5.718, -1.841, 1.310], [6.459, -1.541, 0.204], [5.821, -1.227, -1.018], [4.459, -1.216, -1.107], [3.661, -1.514, 0.030], [2.237, -1.480, -0.030], [1.614, -1.283, -1.374], [1.507, -2.422, -2.228], [1.821, -3.729, -1.776], [1.650, -4.804, -2.600], [1.175, -4.629, -3.918], [0.886, -3.380, -4.385], [1.043, -2.246, -3.552], [0.748, -0.941, -4.025], [0.862, 0.140, -3.208], [1.270, -0.050, -1.865], [1.469, 1.358, -0.794], [2.510, 2.269, -1.327], [-0.107, 2.202, -1.113], [-1.298, 1.614, -1.551], [-2.413, 2.408, -1.775], [-2.377, 3.788, -1.565], [-3.576, 4.643, -1.856], [-1.198, 4.354, -1.086], [-0.071, 3.578, -0.871], [-2.968, -6.750, -1.497], [-1.773, -6.347, -2.725], [-3.359, -5.587, -2.771], [-1.643, -6.070, 0.448], [-0.710, -4.249, 1.825], [-1.375, -1.490, -1.398], [-2.346, -3.314, -2.746], [1.570, -2.229, 3.230], [4.024, -2.386, 3.323], [6.204, -2.089, 2.245], [7.540, -1.550, 0.256], [6.418, -0.997, -1.891], [3.986, -0.974, -2.048], [2.188, -3.874, -0.768], [1.890, -5.798, -2.245], [1.056, -5.489, -4.563], [0.537, -3.238, -5.401], [0.440, -0.815, -5.056], [0.663, 1.138, -3.577], [-1.344, 0.555, -1.751], [-3.322, 1.950, -2.146], [-3.548, 4.975, -2.896], [-3.591, 5.534, -1.231], [-4.506, 4.093, -1.717], [-1.153, 5.421, -0.904], [0.866, 4.042, -0.584], [5.093, 2.506, 0.645], [3.832, 1.674, 1.636], [2.619, 2.881, 1.784], [1.440, 2.603, 2.416], [0.900, 1.073, 3.062], [0.363, 3.979, 2.670], [1.274, 5.145, 1.716], [0.764, 6.633, 1.378], [2.844, 4.518, 1.255], [5.854, 1.746, 0.477], [5.531, 3.336, 1.194], [4.667, 2.812, -0.310], [-3.318, 0.683, 1.829], [-4.773, 0.919, 2.310], [-4.832, 2.059, 3.209], [-4.495, 3.270, 2.481], [-3.128, 3.102, 1.767], [-2.467, 1.845, 2.250], [-2.430, 1.875, 3.750], [-3.880, 1.873, 4.294], [-3.254, 0.581, 0.745], [-2.884, -0.213, 2.274], [-5.145, 0.036, 2.829], [-5.435, 1.109, 1.465], [-4.465, 4.102, 3.185], [-5.278, 3.482, 1.753], [-2.465, 3.945, 1.959], [-3.256, 3.003, 0.691], [-1.883, 2.767, 4.050], [-1.865, 1.011, 4.093], [-4.013, 2.671, 5.023], [-4.105, 0.930, 4.793]]}


{"formula": "C4H3N2O4S", "method": "ωB97M-V/def2-TZVPD", "gap_ev": [5.8, 6.8], "e_tot_ev": -26199.4993, "multiplicity": 3, "charge": -1, "e_above_lowest_ev": 0.000, "species": ["C", "C", "C", "C", "N", "N", "O", "O", "O", "O", "S", "H", "H", "H"], "coordinates": [[1.912, 1.014, -0.481], [1.939, 0.337, 0.644], [0.284, -0.331, -0.557], [-0.946, -1.155, -0.582], [0.889, 0.490, -1.295], [0.888, -0.493, 0.662], [-2.218, 1.256, -0.941], [-1.026, -2.332, -0.673], [-1.657, 0.310, 1.266], [-3.566, -0.608, -0.009], [-2.288, 0.091, -0.083], [2.556, 1.890, -0.847], [2.689, 0.550, 1.444], [0.544, -1.019, 1.452]]}


{"formula": "C2H4P2", "method": "ωB97M-V/def2-TZVPD", "gap_ev": [9.3, 5.4], "e_tot_ev": -20710.9800, "e_above_lowest_ev": 3.820, "species": ["C", "C", "P", "P", "H", "H", "H", "H"], "coordinates": [[-0.892, 0.089, 0.499], [-1.661, -0.943, 0.191], [-2.444, 0.670, -0.207], [2.453, 0.783, 0.081], [-0.014, 0.362, 0.849], [-1.853, -1.944, 0.373], [2.750, 1.270, -1.291], [1.662, -0.287, -0.495]]}


{"formula": "C3H5N3", "method": "ωB97M-V/def2-TZVPD", "smiles": "[H]/N=C1/CC=NN1", "gap_ev": 10.0, "e_tot_ev": -7661.2017, "e_above_lowest_ev": 1.254, "species": ["N", "C", "C", "C", "N", "N", "H", "H", "H", "H", "H"], "coordinates": [[-2.016, -0.124, 0.147], [-0.762, 0.075, 0.189], [0.214, -0.986, -0.249], [1.478, -0.185, -0.360], [1.352, 1.010, 0.085], [0.042, 1.165, 0.525], [-2.586, 0.667, 0.430], [-0.207, -1.435, -1.150], [0.312, -1.779, 0.502], [2.446, -0.530, -0.707], [-0.275, 2.120, 0.587]]}